The following is a quantum chemistry calculation of a 6-piece molecular cluster, H11S6 overall, from the OMol25 dataset.

LUMO energy in eV: 2.7
HOMO level in eV: -3.217

```
! wB97M-V def2-TZVPD RIJCOSX def2/J DEFGRID3
* xyz -1 1
S 4.463 0.777 0.336
H 3.687 -0.193 0.767
S 0.285 0.082 -3.682
H 1.455 -0.458 -3.478
H -0.229 -0.053 -2.546
S 0.601 1.059 0.112
H 1.705 1.616 0.447
H 3.698 1.174 -0.750
S -1.117 2.134 5.445
H -0.706 1.335 6.484
H -0.089 1.868 4.523
S -2.246 3.283 -1.473
H -1.694 2.226 -2.204
H -1.774 3.048 -0.262
S -2.130 -7.184 -0.884
H -2.717 -6.138 -0.451
H -1.053 -6.837 -0.188
*
```


The following is a quantum chemistry calculation of a 7-piece molecular cluster, H12IO6 overall, from the OMol25 dataset.

LUMO energy in eV: 3.2
HOMO level in eV: -5.177

```
! wB97M-V def2-TZVPD RIJCOSX def2/J DEFGRID3
* xyz -1 1
I -44.138 11.539 14.137
O -47.250 13.432 14.404
H -46.261 13.184 14.507
H -47.694 12.540 14.411
O -40.753 12.996 13.945
H -41.156 13.424 13.118
H -41.286 12.123 14.017
O -44.483 13.061 11.441
H -44.563 12.238 10.992
H -45.060 12.962 12.239
O -43.978 11.776 17.640
H -44.364 12.609 17.698
H -43.879 11.611 16.720
O -47.107 11.069 12.194
H -47.586 11.197 12.908
H -46.324 10.888 12.653
O -45.545 8.463 13.455
H -45.306 9.379 13.485
H -45.016 8.195 12.745
*
```


The following is a quantum chemistry calculation of a 7-piece molecular cluster, H12IO6 overall, from the OMol25 dataset.

LUMO energy in eV: 2.8
HOMO level in eV: -2.706

```
! wB97M-V def2-TZVPD RIJCOSX def2/J DEFGRID3
* xyz -1 1
I -2.788 1.127 -0.604
O 1.173 -2.577 0.742
H 1.700 -3.110 1.367
H 1.685 -2.221 0.045
O 0.721 1.413 1.059
H 1.255 2.211 1.263
H 1.421 0.845 0.807
O -0.147 1.856 -2.802
H -0.329 2.573 -3.492
H -0.210 2.315 -1.985
O -1.757 0.714 2.085
H -1.543 -0.105 1.686
H -0.949 1.291 2.053
O -1.366 -1.907 0.543
H -1.483 -1.280 -0.150
H -0.403 -2.079 0.643
O 1.372 -0.595 -0.898
H 1.209 -0.110 -1.737
H 0.439 -0.361 -0.625
*
```


The following is a quantum chemistry calculation of a 5-piece molecular cluster, H12NO4 overall, from the OMol25 dataset.

LUMO energy in eV: -3.1
HOMO level in eV: -14.334

```
! wB97M-V def2-TZVPD RIJCOSX def2/J DEFGRID3
* xyz 1 1
N 0.527 -1.118 1.546
H 0.491 -0.235 2.223
H 0.715 -0.663 0.635
H -0.385 -1.673 1.371
H 1.422 -1.595 1.865
H -0.426 0.743 -4.997
H 1.031 1.281 -5.002
O 0.248 1.193 -4.435
H -3.208 -1.106 -0.008
H -2.956 0.297 -0.333
O -2.580 -0.431 0.074
H 0.154 -0.333 -1.664
H 0.245 0.962 -1.252
O 0.334 0.133 -0.800
H 2.054 1.035 3.157
H 1.051 0.976 4.268
O 1.283 0.533 3.350
*
```


The following is a quantum chemistry calculation of a 5-piece molecular cluster, H12NO4 overall, from the OMol25 dataset.

LUMO energy (spin up / spin down) in eV: -7.9 / -15.9
HOMO level (spin up / spin down) in eV: -18.430 / -18.428

```
! wB97M-V def2-TZVPD RIJCOSX def2/J DEFGRID3
* xyz 2 2
N 0.496 -0.202 -0.077
H -0.124 0.519 0.322
H 0.599 -1.030 0.548
H 0.033 -0.470 -0.966
H 1.339 0.262 -0.419
H -1.215 1.594 2.684
H -1.764 2.127 1.283
O -1.263 1.395 1.713
H 1.608 -1.942 2.070
H 0.554 -3.066 2.072
O 1.018 -2.436 1.500
H 0.831 -2.426 -2.750
H -0.505 -1.735 -3.159
O 0.196 -1.756 -2.511
H -0.700 3.591 -0.231
H -0.349 2.893 -1.477
O -0.753 2.682 -0.605
*
```


The following is a quantum chemistry calculation of a 7-piece molecular cluster, H12NO9 overall, from the OMol25 dataset.

LUMO energy in eV: 3.2
HOMO level in eV: -6.504

```
! wB97M-V def2-TZVPD RIJCOSX def2/J DEFGRID3
* xyz -1 1
N 1.169 0.076 -0.818
O 2.036 0.745 -0.237
O 0.358 -0.615 -0.182
O 0.798 0.419 -1.970
O -1.935 -2.716 -0.752
H -1.405 -2.630 0.054
H -1.626 -2.023 -1.372
O -0.822 -2.632 1.911
H -0.068 -2.189 1.490
H -1.081 -2.032 2.612
O -1.587 1.525 0.427
H -1.296 0.788 -0.146
H -1.049 1.530 1.242
O 2.389 3.521 -0.550
H 2.477 2.605 -0.796
H 2.276 3.259 0.338
O -1.878 0.649 -2.491
H -0.955 0.367 -2.475
H -2.481 0.057 -3.020
O 1.260 -0.311 2.403
H 1.338 -0.190 1.485
H 2.082 -0.204 2.847
*
```


| no. | F_max (eV Å⁻¹) |
| --- | --- |
| 1 | 3.59 |
| 2 | 6.85 |
| 3 | 3.48 |
| 4 | 4.23 |
| 5 | 2.18 |
| 6 | 4.79 |